Record 1
DFT (ωB97M-V/def2-TZVPD) results for a molecular structure, C40H90B3F3N4O12 in a non-equilibrium geometry.

Geometry as XYZ:
```
152
C40H90B3F3N4O12 ωB97M-V/def2-TZVPD
C 0.433 -2.387 5.927
C 1.618 -1.919 5.412
B 1.620 -0.744 4.411
O 2.613 -0.600 3.432
B 1.984 -0.796 2.206
C 2.579 -1.738 1.118
C 1.891 -3.116 1.122
C 2.317 -3.927 -0.118
C 2.343 -5.463 0.033
C 1.045 -6.183 -0.328
C -0.140 -5.902 0.609
C -1.461 -5.591 -0.104
C -2.432 -4.711 0.672
C -3.180 -5.395 1.818
C -2.343 -5.962 2.972
C -1.432 -4.956 3.678
O 0.764 -0.155 2.008
B 0.119 0.428 3.088
C -1.142 1.349 2.851
C -2.369 0.484 2.580
O -2.229 -0.739 3.285
C -2.617 0.199 1.098
F -2.549 1.339 0.325
F -3.875 -0.338 0.908
F -1.730 -0.727 0.580
O 0.581 0.179 4.365
H -0.516 -1.933 5.649
H 0.388 -3.214 6.627
H 2.544 -2.413 5.689
H 3.645 -1.876 1.312
H 2.450 -1.289 0.129
H 2.127 -3.680 2.026
H 0.810 -2.961 1.084
H 1.655 -3.685 -0.951
H 3.330 -3.629 -0.362
H 2.692 -5.751 1.029
H 3.104 -5.821 -0.667
H 0.807 -5.936 -1.365
H 1.243 -7.258 -0.298
H -0.270 -6.790 1.231
H 0.078 -5.065 1.270
H -1.965 -6.504 -0.438
H -1.201 -5.050 -1.020
H -3.201 -4.383 -0.034
H -1.930 -3.797 0.998
H -3.763 -6.213 1.385
H -3.897 -4.679 2.235
H -1.759 -6.815 2.625
H -3.039 -6.353 3.719
H -0.618 -5.471 4.195
H -0.963 -4.251 2.990
H -1.979 -4.399 4.438
H -1.321 1.942 3.746
H -0.960 2.039 2.028
H -3.271 0.988 2.934
H -2.492 -1.479 2.741
C 3.895 6.579 1.921
O 4.536 5.957 3.016
C 3.700 5.099 3.780
C 4.119 3.654 3.633
N 3.844 3.161 2.291
C 4.399 1.841 2.003
C 5.912 1.679 2.000
O 6.572 2.368 0.957
C 6.901 3.717 1.222
H 4.599 7.296 1.503
H 3.619 5.863 1.139
H 2.995 7.114 2.239
H 2.652 5.228 3.496
H 3.803 5.389 4.830
H 3.560 3.048 4.352
H 5.183 3.591 3.899
H 4.209 3.824 1.620
H 4.038 1.555 1.011
H 3.968 1.133 2.712
H 6.122 0.620 1.833
H 6.360 1.938 2.968
H 7.115 3.878 2.282
H 6.108 4.406 0.914
H 7.794 3.956 0.645
C -9.396 5.577 -0.134
O -9.429 4.252 -0.619
C -8.438 3.953 -1.594
C -7.421 2.970 -1.063
N -6.602 3.580 -0.025
C -5.742 2.646 0.693
C -6.403 1.536 1.503
O -7.141 1.990 2.623
C -8.479 2.370 2.366
H -10.271 5.711 0.499
H -8.499 5.781 0.462
H -9.443 6.302 -0.953
H -7.950 4.869 -1.939
H -8.947 3.502 -2.450
H -6.776 2.652 -1.887
H -7.972 2.091 -0.700
H -7.211 4.037 0.641
H -5.125 3.235 1.378
H -5.064 2.181 -0.027
H -5.618 0.905 1.913
H -7.027 0.887 0.876
H -8.915 1.780 1.556
H -8.570 3.432 2.118
H -9.051 2.189 3.277
C -3.565 2.917 -2.404
O -4.653 3.591 -3.006
C -4.641 5.001 -2.817
C -4.362 5.722 -4.115
N -2.991 5.508 -4.557
C -2.697 5.997 -5.899
C -3.426 5.356 -7.073
O -3.079 4.005 -7.303
C -3.806 3.048 -6.559
H -3.753 1.848 -2.493
H -2.620 3.148 -2.908
H -3.473 3.173 -1.346
H -3.915 5.279 -2.048
H -5.632 5.290 -2.456
H -4.519 6.795 -3.965
H -5.103 5.376 -4.850
H -2.788 4.518 -4.519
H -1.626 5.862 -6.067
H -2.889 7.074 -5.922
H -3.128 5.896 -7.975
H -4.515 5.457 -6.990
H -4.827 3.383 -6.360
H -3.323 2.807 -5.607
H -3.847 2.135 -7.153
C 6.120 -3.908 0.116
O 5.544 -4.046 -1.167
C 5.764 -2.936 -2.030
C 6.677 -3.309 -3.175
N 8.034 -3.551 -2.709
C 8.933 -4.113 -3.711
C 8.620 -5.498 -4.261
O 8.746 -6.541 -3.314
C 7.603 -6.794 -2.522
H 5.767 -4.745 0.717
H 7.214 -3.937 0.087
H 5.806 -2.975 0.595
H 6.162 -2.086 -1.470
H 4.792 -2.643 -2.440
H 6.693 -2.487 -3.896
H 6.237 -4.184 -3.674
H 7.999 -4.177 -1.916
H 9.930 -4.155 -3.266
H 8.991 -3.414 -4.551
H 9.357 -5.713 -5.039
H 7.634 -5.542 -4.741
H 6.680 -6.584 -3.068
H 7.604 -6.214 -1.594
H 7.618 -7.851 -2.255
```

Calculated values
HOMO energy, eV: -8.6

***

Record 2
DFT (ωB97M-V/def2-TZVPD) results for a molecular structure, C40H92BrClIInO3P.

Geometry as XYZ:
```
140
C40H92BrClIInO3P ωB97M-V/def2-TZVPD
C -6.547 1.333 6.588
C -5.857 2.511 5.892
C -4.676 2.995 6.724
Br -3.908 4.594 5.845
In -3.082 1.495 7.175
C -1.038 2.163 6.678
C -0.001 1.515 7.610
C 1.290 1.104 6.921
Cl 1.056 -0.394 5.951
C -3.284 -0.398 6.009
C -3.667 -0.071 4.559
C -3.311 -1.179 3.554
I -2.433 -0.437 1.744
C -3.133 1.197 9.396
P -3.740 -0.334 10.016
O -3.710 -0.593 11.462
O -2.944 -1.491 9.202
O -5.260 -0.464 9.459
H -6.601 1.499 7.668
H -7.567 1.196 6.224
H -6.001 0.399 6.425
H -5.515 2.208 4.899
H -6.583 3.319 5.741
H -5.064 3.399 7.661
H -0.986 3.251 6.738
H -0.840 1.871 5.641
H -0.388 0.619 8.111
H 0.271 2.210 8.412
H 2.096 0.888 7.621
H 1.620 1.869 6.218
H -2.278 -0.843 6.017
H -3.974 -1.144 6.427
H -3.183 0.858 4.247
H -4.743 0.111 4.503
H -4.174 -1.751 3.226
H -2.574 -1.865 3.963
H -3.768 1.969 9.842
H -2.123 1.319 9.799
H -2.818 -1.268 8.268
H -5.303 -0.610 8.503
C 1.748 3.963 -2.066
C 2.680 3.477 -0.961
C 2.487 2.002 -0.612
C 1.094 1.640 -0.092
C 0.646 2.421 1.142
C 1.543 2.211 2.355
H 0.701 3.887 -1.771
H 1.943 5.007 -2.317
H 1.882 3.370 -2.975
H 2.545 4.095 -0.069
H 3.717 3.624 -1.277
H 3.239 1.711 0.127
H 2.692 1.399 -1.505
H 1.081 0.571 0.146
H 0.358 1.778 -0.889
H -0.368 2.106 1.396
H 0.584 3.489 0.910
H 1.593 1.155 2.624
H 1.156 2.749 3.221
H 2.562 2.562 2.174
C 4.145 -1.493 -5.875
C 3.732 -0.728 -4.622
C 2.978 0.566 -4.917
C 3.767 1.599 -5.724
C 5.092 2.033 -5.101
C 4.917 2.689 -3.737
H 4.834 -0.918 -6.495
H 4.642 -2.430 -5.615
H 3.271 -1.738 -6.484
H 4.616 -0.516 -4.014
H 3.093 -1.367 -4.007
H 2.655 1.010 -3.971
H 2.060 0.326 -5.464
H 3.137 2.486 -5.856
H 3.955 1.214 -6.731
H 5.580 2.737 -5.783
H 5.770 1.179 -5.013
H 4.255 3.555 -3.809
H 5.869 3.028 -3.326
H 4.477 1.997 -3.016
C 0.652 -3.862 -4.198
C 1.272 -5.215 -4.535
C 2.374 -5.132 -5.590
C 1.923 -4.587 -6.946
C 0.791 -5.367 -7.612
C 1.148 -6.817 -7.918
H 0.167 -3.412 -5.066
H -0.101 -3.956 -3.415
H 1.414 -3.164 -3.845
H 0.489 -5.904 -4.866
H 1.692 -5.652 -3.626
H 2.820 -6.122 -5.721
H 3.176 -4.489 -5.211
H 2.787 -4.574 -7.620
H 1.618 -3.544 -6.832
H 0.520 -4.859 -8.541
H -0.102 -5.337 -6.981
H 2.028 -6.872 -8.564
H 0.328 -7.327 -8.425
H 1.370 -7.378 -7.008
C 3.091 7.644 -8.744
C 2.818 6.159 -8.529
C 3.802 5.489 -7.572
C 5.263 5.518 -8.022
C 5.529 4.875 -9.381
C 5.174 3.393 -9.428
H 4.071 7.812 -9.196
H 2.346 8.091 -9.403
H 3.066 8.184 -7.795
H 2.826 5.643 -9.494
H 1.808 6.034 -8.130
H 3.489 4.454 -7.408
H 3.733 5.979 -6.595
H 5.868 5.006 -7.266
H 5.620 6.552 -8.039
H 6.588 4.998 -9.623
H 4.978 5.409 -10.162
H 5.732 2.839 -8.669
H 5.414 2.961 -10.401
H 4.111 3.224 -9.247
C -5.564 -3.656 7.864
C -4.436 -4.278 7.052
C -4.798 -4.498 5.584
C -5.972 -5.450 5.345
C -5.798 -6.845 5.943
C -4.596 -7.600 5.384
H -6.454 -4.287 7.868
H -5.261 -3.496 8.899
H -5.852 -2.687 7.447
H -4.137 -5.227 7.508
H -3.557 -3.632 7.105
H -3.917 -4.861 5.046
H -5.044 -3.530 5.139
H -6.128 -5.545 4.265
H -6.889 -5.007 5.743
H -6.707 -7.423 5.751
H -5.710 -6.774 7.030
H -4.670 -7.700 4.299
H -4.528 -8.603 5.809
H -3.661 -7.085 5.607
```

Calculated values
HOMO energy, eV: -5.6
Net charge: -1
Relative energy (zero: lowest compared OMol25 entry of this formula, charge and spin), eV: 0.000

***

Record 3
DFT (ωB97M-V/def2-TZVPD) results for 6 unconnected molecules or ions with the total composition C40H93BClF3N2O24P5 in a non-equilibrium geometry.

Geometry as XYZ:
```
169
C40H93BClF3N2O24P5 ωB97M-V/def2-TZVPD
C -1.163 1.531 -0.652
C -1.155 2.070 -2.071
O -0.565 1.155 -2.999
C 0.630 1.623 -3.555
C 1.043 0.723 -4.673
N 0.689 0.848 -5.902
B -0.290 1.944 -6.356
O 0.296 3.087 -6.752
N -1.684 1.638 -6.272
C -2.511 2.771 -5.817
C -2.206 0.982 -7.496
C 1.291 -0.132 -6.820
C 1.730 0.592 -8.100
O 2.625 -0.255 -8.759
C 3.069 0.263 -10.009
C 2.517 -0.571 -5.997
C 3.204 -1.891 -6.379
F 3.415 -2.683 -5.331
F 4.386 -1.626 -6.926
F 2.474 -2.590 -7.244
C 1.939 -0.490 -4.571
Cl 0.632 -1.809 -4.554
C 2.865 -0.658 -3.361
C 2.603 -1.817 -2.413
C 3.626 -1.817 -1.262
C 3.528 -3.196 -0.598
C 4.517 -4.264 -1.150
C 5.032 -4.073 -2.574
C 6.275 -4.980 -2.766
C 7.488 -4.347 -2.030
C 8.713 -4.140 -2.933
C 9.973 -3.923 -2.064
C 10.222 -2.424 -1.869
C 11.452 -2.179 -1.017
O 11.408 -0.860 -0.503
C 12.530 -0.564 0.300
H -1.403 0.471 -0.672
H -0.186 1.644 -0.184
H -1.903 2.092 -0.081
H -0.667 3.050 -2.071
H -2.181 2.257 -2.391
H 1.444 1.605 -2.821
H 0.552 2.668 -3.878
H -0.306 3.670 -7.228
H -3.541 2.595 -6.109
H -2.163 3.750 -6.152
H -2.503 2.786 -4.728
H -2.646 0.022 -7.223
H -2.990 1.566 -7.970
H -1.423 0.755 -8.220
H 0.640 -0.929 -7.163
H 2.227 1.539 -7.859
H 0.877 0.785 -8.765
H 2.844 1.321 -10.130
H 2.623 -0.320 -10.814
H 4.142 0.103 -10.073
H 3.296 0.196 -6.005
H 2.807 0.242 -2.746
H 3.895 -0.713 -3.715
H 2.689 -2.782 -2.902
H 1.630 -1.717 -1.937
H 3.324 -1.043 -0.555
H 4.626 -1.548 -1.602
H 2.502 -3.550 -0.636
H 3.770 -3.054 0.453
H 3.970 -5.208 -1.160
H 5.314 -4.391 -0.420
H 5.378 -3.065 -2.794
H 4.306 -4.424 -3.307
H 6.067 -5.941 -2.300
H 6.520 -5.066 -3.823
H 7.194 -3.364 -1.654
H 7.717 -4.945 -1.149
H 8.542 -3.233 -3.511
H 8.839 -5.031 -3.544
H 9.835 -4.346 -1.070
H 10.833 -4.376 -2.556
H 10.369 -1.946 -2.837
H 9.368 -1.971 -1.364
H 12.348 -2.330 -1.629
H 11.481 -2.870 -0.166
H 12.838 0.466 0.142
H 13.381 -1.190 0.013
H 12.334 -0.766 1.355
C 0.858 1.601 2.951
O 0.668 0.187 2.682
P 1.970 -0.875 2.580
O 1.486 -1.587 1.362
O 1.404 -1.591 3.948
C 1.329 -0.842 5.161
O 3.393 -1.713 2.688
C 3.949 -2.188 3.918
H 0.376 2.172 2.161
H 0.391 1.852 3.904
H 1.908 1.887 2.988
H 0.312 -0.477 5.305
H 2.017 0.009 5.167
H 1.591 -1.501 5.987
H 3.357 -3.020 4.293
H 4.015 -1.403 4.669
H 4.955 -2.541 3.700
C -6.966 0.972 0.164
O -6.027 1.477 1.147
P -5.308 2.957 0.982
O -3.903 2.625 1.275
O -6.102 3.527 2.288
C -7.533 3.439 2.330
O -5.136 4.437 0.313
C -6.021 5.536 0.577
H -6.618 0.000 -0.180
H -7.944 0.856 0.629
H -7.062 1.632 -0.698
H -7.831 2.564 2.909
H -7.971 3.371 1.331
H -7.915 4.334 2.816
H -5.864 5.901 1.589
H -7.065 5.266 0.431
H -5.768 6.326 -0.127
C -4.827 0.838 8.882
O -6.179 0.887 8.366
P -6.597 1.955 7.203
O -7.847 2.568 7.651
O -6.864 0.805 6.076
C -5.888 -0.217 5.857
O -5.936 3.039 6.205
C -5.275 2.685 4.980
H -4.864 0.954 9.963
H -4.387 -0.130 8.642
H -4.196 1.625 8.468
H -6.176 -1.117 6.400
H -4.889 0.089 6.178
H -5.854 -0.438 4.791
H -6.003 2.353 4.253
H -4.516 1.921 5.132
H -4.791 3.581 4.601
C -9.818 -6.441 3.629
O -8.750 -6.293 4.595
P -7.934 -4.884 4.740
O -6.518 -5.243 4.761
O -8.505 -4.566 6.232
C -9.905 -4.667 6.494
O -7.958 -3.353 4.211
C -8.825 -2.344 4.742
H -9.597 -7.297 2.995
H -10.755 -6.620 4.155
H -9.931 -5.560 2.996
H -10.123 -5.630 6.955
H -10.505 -4.564 5.587
H -10.182 -3.870 7.183
H -8.501 -2.065 5.742
H -9.865 -2.661 4.755
H -8.742 -1.471 4.098
C 1.835 5.950 0.123
O 2.008 4.678 0.787
P 2.280 4.612 2.407
O 3.398 3.687 2.580
O 0.857 3.893 2.732
C -0.357 4.405 2.180
O 2.313 5.564 3.705
C 1.139 5.993 4.409
H 2.556 6.021 -0.690
H 0.826 6.008 -0.288
H 1.988 6.796 0.794
H -0.627 3.832 1.292
H -0.280 5.461 1.907
H -1.152 4.300 2.916
H 0.709 5.156 4.953
H 0.400 6.433 3.743
H 1.455 6.750 5.122
```

Calculated values
HOMO energy, eV: -10.7
Net charge: +1
Relative energy (zero: lowest compared OMol25 entry of this formula, charge and spin), eV: 0.000